Record 1
Molecular formula: C29H79N11O11
Method: DFT, ωB97M-V/def2-TZVPD

CARTESIAN COORDINATES (ANGSTROEM)
C -1.11 -4.86 -0.18
O -0.97 -4.23 0.87
N -2.14 -4.78 -0.90
N -0.16 -5.58 -0.76
H -2.81 -4.07 -0.64
H -2.21 -5.51 -1.60
H -0.38 -6.33 -1.40
H 0.73 -5.69 -0.29
C -3.98 1.59 0.22
O -4.68 2.53 0.60
N -4.02 1.15 -0.96
N -3.45 0.72 1.01
H -4.65 1.70 -1.52
H -3.80 0.18 -1.14
H -2.79 0.01 0.73
H -3.50 1.13 1.93
C 0.35 -0.48 3.50
O -0.13 0.33 4.25
N 0.65 -0.25 2.29
N 0.55 -1.74 3.76
H 0.48 0.70 1.99
H 0.86 -0.91 1.56
H 0.14 -2.16 4.59
H 1.25 -2.22 3.22
C -4.28 -0.17 3.99
O -3.61 0.26 2.83
C -2.17 0.32 2.88
C -1.69 0.80 1.45
N -0.26 1.01 1.23
C 0.28 1.84 2.25
C -0.43 3.27 2.38
O -0.24 4.12 1.27
C -1.36 4.69 0.71
H -5.36 -0.12 3.83
H -3.99 0.48 4.81
H -4.07 -1.22 4.19
H -1.70 -0.64 3.11
H -1.81 0.99 3.67
H -2.19 1.75 1.25
H -1.89 0.02 0.71
H -0.20 1.52 0.35
H 1.35 1.89 2.04
H 0.18 1.29 3.19
H -0.07 3.74 3.30
H -1.49 3.05 2.53
H -1.09 5.37 -0.10
H -1.71 5.32 1.53
H -2.19 4.06 0.40
C -0.48 4.60 -2.20
O 0.44 3.58 -2.47
C 1.25 3.25 -1.35
C 0.45 2.41 -0.22
N -0.83 1.80 -0.71
C -0.43 0.55 -1.33
C -1.56 -0.05 -2.16
O -2.16 0.97 -2.89
C -3.09 0.42 -3.79
H -1.01 4.35 -1.28
H -1.22 4.60 -3.00
H 0.00 5.58 -2.13
H 1.72 4.15 -0.96
H 2.03 2.57 -1.69
H 0.10 3.03 0.61
H 1.05 1.67 0.31
H -1.03 2.42 -1.49
H -0.25 -0.09 -0.47
H 0.48 0.62 -1.93
H -2.31 -0.52 -1.52
H -1.15 -0.83 -2.80
H -2.62 -0.28 -4.48
H -3.51 1.29 -4.28
H -3.94 -0.01 -3.25
C 4.59 0.43 -2.50
O 4.40 1.15 -1.20
C 3.91 2.51 -1.41
C 3.32 2.95 -0.08
N 2.56 1.81 0.56
C 2.52 1.81 2.00
C 3.80 1.19 2.51
O 3.96 -0.07 1.84
C 3.23 -1.24 2.26
H 3.83 -0.30 -2.75
H 5.53 -0.11 -2.36
H 4.55 1.15 -3.32
H 3.22 2.78 -2.21
H 4.76 3.19 -1.51
H 2.76 3.87 -0.17
H 4.11 3.22 0.63
H 3.07 0.97 0.34
H 1.58 1.35 2.31
H 2.49 2.88 2.20
H 3.95 0.99 3.58
H 4.70 1.78 2.35
H 3.25 -2.06 1.54
H 2.16 -1.05 2.30
H 3.50 -1.59 3.26
C 2.11 -1.37 -2.20
C 1.39 -2.71 -1.66
C 0.13 -3.07 -2.48
O 0.32 -3.01 -3.89
C 0.76 -4.20 -4.56
N 2.45 -3.76 -1.87
H 2.88 -1.09 -1.48
H 1.40 -0.56 -2.35
H 2.65 -1.57 -3.12
H 1.22 -2.82 -0.59
H -0.62 -2.35 -2.15
H -0.21 -4.10 -2.37
H 0.70 -4.16 -5.64
H 0.28 -5.13 -4.27
H 1.84 -4.29 -4.40
H 1.97 -4.65 -1.89
H 2.72 -3.57 -2.83
C -2.69 -2.71 1.48
C -1.82 -1.47 1.09
C -0.38 -1.90 0.50
O 0.32 -0.66 0.30
C 1.60 -0.63 -0.26
N -2.35 -0.84 -0.09
H -3.66 -2.28 1.70
H -2.19 -3.20 2.32
H -2.79 -3.32 0.58
H -1.63 -0.68 1.82
H -0.39 -2.59 -0.34
H 0.25 -2.35 1.27
H 1.41 -1.20 -1.17
H 2.25 -1.26 0.35
H 2.04 0.36 -0.44
H -2.14 -1.38 -0.91
H -1.77 -0.01 -0.07

Results
Electronic energy, hartree: -2579.74642
E_LUMO, eV: -0.175
Largest force on an atom, eV Å⁻¹: 14.81
Kohn-Sham gap, eV: 5.29
Energy relative to the best compared isomer or geometry (same formula, charge and spin), eV: 61.206
Charge: 0

Here are the Löwdin charges for atoms 1 to 2, given in e: number 1, C, carries -0.746; number 2, O, carries -0.019


Record 2
Molecular formula: C47H34F5N3O3P2S3Sc
Method: DFT, ωB97M-V/def2-TZVPD

CARTESIAN COORDINATES (ANGSTROEM)
Sc -0.27 -0.16 -1.41
S -1.92 -2.56 0.32
P -0.68 -1.51 1.47
C -0.35 0.08 0.99
P -1.57 1.23 0.92
S -2.63 1.14 -0.81
C -2.76 1.29 2.30
C -2.70 2.24 3.31
C -3.56 2.16 4.40
C -4.48 1.13 4.48
C -4.55 0.18 3.47
C -3.70 0.26 2.38
C -0.78 2.88 0.99
C -1.35 4.00 0.38
C -0.73 5.23 0.46
C 0.47 5.37 1.15
C 1.05 4.27 1.76
C 0.43 3.03 1.67
C 0.95 -2.42 1.57
C 1.17 -3.57 0.64
C 3.40 -4.62 1.46
C 3.83 -3.54 2.39
C 3.18 -2.45 2.79
C 1.84 -1.97 2.46
C -1.20 -1.64 3.22
C -0.92 -0.62 4.13
C -1.32 -0.73 5.45
C -2.00 -1.85 5.88
C -2.28 -2.88 4.99
C -1.89 -2.77 3.66
H -1.97 3.04 3.26
H -3.51 2.91 5.19
H -5.15 1.06 5.34
H -5.26 -0.63 3.54
H -3.74 -0.48 1.59
H -2.27 3.87 -0.17
H -1.18 6.09 -0.03
H 0.95 6.34 1.21
H 1.99 4.37 2.28
H 0.88 2.14 2.11
H 0.19 -3.94 0.33
H 3.87 -4.48 0.48
H 4.83 -3.70 2.77
H 3.72 -1.81 3.48
H 1.54 -1.10 3.05
H -0.40 0.27 3.78
H -1.11 0.08 6.15
H -2.32 -1.93 6.92
H -2.82 -3.76 5.32
H -2.13 -3.54 2.95
F -5.02 -1.98 -3.87
C -3.69 -1.74 -4.03
C -2.94 -1.32 -2.96
C -1.57 -1.07 -3.10
C -0.99 -1.29 -4.37
C -1.81 -1.67 -5.43
F -1.31 -1.81 -6.69
C -3.16 -1.90 -5.30
C 0.47 -1.15 -4.50
C 1.22 -1.74 -5.52
C 2.59 -1.60 -5.54
C 3.21 -0.87 -4.55
C 2.41 -0.33 -3.56
N 1.09 -0.46 -3.52
H -3.43 -1.20 -2.00
H -3.77 -2.20 -6.14
H 0.72 -2.34 -6.27
H 3.17 -2.08 -6.32
H 4.28 -0.74 -4.51
H 2.87 0.21 -2.74
C -1.08 3.48 -4.15
C -0.06 4.39 -3.90
C 0.91 4.08 -2.97
C 0.84 2.85 -2.31
N -0.15 1.99 -2.55
C -1.09 2.30 -3.44
C 1.86 2.39 -1.33
C 2.92 3.19 -0.91
C 3.83 2.66 -0.01
C 3.65 1.37 0.45
C 2.56 0.65 0.00
N 1.69 1.15 -0.89
H -1.85 3.69 -4.87
H -0.03 5.34 -4.42
H 1.71 4.77 -2.75
H -1.87 1.56 -3.58
H 3.02 4.20 -1.27
H 4.66 3.26 0.33
H 4.33 0.92 1.15
H 2.37 -0.36 0.34
F 3.86 -5.83 1.96
C 1.90 -4.76 1.24
F 1.71 -5.85 0.44
F 1.31 -5.07 2.44
S 1.90 -2.93 -0.89
O 1.77 -3.94 -1.90
O 3.24 -2.48 -0.58
O 1.01 -1.76 -1.12

Results
Electronic energy, hartree: -5339.03540
E_LUMO, eV: 1.615
Largest force on an atom, eV Å⁻¹: 0.20
Kohn-Sham gap, eV: 6.03
Energy relative to the best compared isomer or geometry (same formula, charge and spin), eV: 1.109
Charge: -1

Here are the Löwdin charges for atoms 1 to 2, given in e: number 1, Sc, carries 0.755; number 2, S, carries 0.333


Record 3
Molecular formula: C11H41N12O13
Method: DFT, ωB97M-V/def2-TZVPD

CARTESIAN COORDINATES (ANGSTROEM)
O -0.56 0.31 -0.86
C 0.28 0.19 0.09
O 1.22 1.01 0.07
O 0.15 -0.70 0.93
H -1.25 -0.32 -0.64
C 6.45 1.32 -3.77
O 5.55 2.34 -3.50
H 5.90 0.40 -3.97
H 7.16 1.35 -4.60
H 7.01 1.05 -2.88
H 4.91 1.99 -2.87
C 3.17 1.82 5.90
O 2.91 2.87 5.03
H 4.07 1.34 5.52
H 3.16 2.10 6.95
H 2.41 1.09 5.63
H 3.02 2.56 4.13
C 1.59 -5.37 -3.10
O 1.62 -6.13 -4.25
H 1.16 -4.37 -3.17
H 1.07 -5.93 -2.32
H 2.65 -5.34 -2.84
H 1.67 -7.08 -4.12
C 0.34 -0.03 -6.84
O 0.27 0.16 -8.21
H 0.96 -0.90 -6.58
H 0.90 0.76 -6.33
H -0.67 -0.25 -6.47
H -0.51 0.66 -8.44
C 7.08 -1.27 2.29
O 8.13 -1.46 2.81
N 6.66 -0.16 1.76
N 6.23 -2.24 2.08
H 5.76 -0.11 1.32
H 7.24 0.66 1.86
H 5.25 -2.05 1.93
H 6.44 -3.18 2.39
C -4.98 -3.72 -2.08
O -4.85 -4.90 -2.28
N -4.95 -3.05 -0.96
N -5.26 -2.89 -3.06
H -4.63 -3.54 -0.14
H -5.08 -2.05 -1.01
H -5.26 -3.25 -4.01
H -5.54 -1.97 -2.77
C -5.85 3.67 -1.00
O -5.69 2.45 -1.14
N -5.08 4.52 -0.43
N -6.73 4.34 -1.74
H -4.30 4.22 0.13
H -5.21 5.50 -0.63
H -6.95 5.29 -1.47
H -7.28 3.80 -2.38
C 0.37 6.54 -1.65
O -0.01 7.70 -1.75
N 0.02 5.58 -2.40
N 1.28 6.21 -0.81
H -0.72 5.88 -3.02
H 0.19 4.61 -2.15
H 1.34 5.20 -0.76
H 1.74 6.83 -0.16
C 0.70 -6.02 4.77
O 0.95 -7.01 5.41
N 0.88 -4.84 5.26
N 0.25 -5.88 3.52
H 0.66 -3.97 4.79
H 1.36 -4.79 6.15
H 0.13 -4.93 3.19
H 0.23 -6.69 2.92
C -5.31 0.78 4.64
O -5.68 -0.31 4.43
N -4.06 1.07 4.44
N -6.02 1.82 4.90
H -3.68 1.99 4.62
H -3.67 0.33 3.89
H -5.67 2.76 4.79
H -7.00 1.62 5.04

Results
Electronic energy, hartree: -2078.99015
E_LUMO, eV: 1.704
Largest force on an atom, eV Å⁻¹: 6.21
Kohn-Sham gap, eV: 6.36
Energy relative to the best compared isomer or geometry (same formula, charge and spin), eV: 0.000
Charge: -1

Here are the Löwdin charges for atoms 1 to 2, given in e: number 1, O, carries 0.090; number 2, C, carries -1.007


Record 4
Molecular formula: C52H46BrCsI2N5OPSe
Method: DFT, ωB97M-V/def2-TZVPD

CARTESIAN COORDINATES (ANGSTROEM)
Cs -0.47 0.04 -0.93
I -8.94 -1.56 2.22
C -7.02 -1.62 1.37
C -6.31 -2.81 1.36
C -5.05 -2.85 0.79
I -4.01 -4.66 0.68
C -4.41 -1.70 0.22
O -3.24 -1.70 -0.25
C -5.23 -0.51 0.21
C -4.65 0.68 -0.50
N -3.52 1.30 0.21
C -3.73 2.68 0.54
C -2.48 3.37 1.03
C -2.47 4.75 1.23
C -1.31 5.37 1.63
C -0.18 4.59 1.84
C -0.28 3.23 1.64
N -1.40 2.63 1.25
C -6.48 -0.48 0.77
H -6.73 -3.71 1.78
H -5.44 1.42 -0.65
H -4.30 0.36 -1.48
H -3.25 0.75 1.02
H -4.53 2.85 1.29
H -4.05 3.20 -0.36
H -3.38 5.32 1.05
H -1.27 6.44 1.78
H 0.77 5.03 2.14
H 0.57 2.57 1.80
H -7.06 0.44 0.75
Br 1.68 -0.03 -3.55
C 1.93 1.68 -4.35
C 2.65 1.72 -5.51
C 2.87 2.96 -6.15
C 2.35 4.10 -5.62
C 1.59 4.07 -4.42
C 1.06 5.26 -3.88
C 0.36 5.21 -2.70
C 0.17 3.98 -2.04
C 0.63 2.75 -2.49
C 1.36 2.84 -3.73
H 3.05 0.81 -5.92
H 3.46 2.99 -7.07
H 2.51 5.06 -6.11
H 1.21 6.20 -4.41
H -0.05 6.12 -2.28
H -0.39 4.03 -1.10
C -1.06 -3.00 4.16
C 0.21 -3.55 4.30
C 0.98 -3.79 3.17
C 0.50 -3.51 1.89
C -0.76 -2.94 1.77
C -1.54 -2.69 2.90
P 1.63 -3.76 0.44
C 2.28 -5.44 0.87
C 1.53 -6.45 1.48
C 2.07 -7.71 1.70
C 3.37 -7.99 1.30
C 4.13 -7.00 0.69
C 3.58 -5.74 0.48
C 0.49 -4.08 -0.94
C 0.13 -5.35 -1.40
C -0.72 -5.45 -2.49
C -1.20 -4.29 -3.09
C -0.83 -3.05 -2.59
C 0.05 -2.87 -1.50
H -1.67 -2.80 5.04
H 0.60 -3.78 5.28
H 1.96 -4.23 3.30
H -1.20 -2.68 0.81
H -2.52 -2.26 2.76
H 0.51 -6.23 1.79
H 1.46 -8.47 2.17
H 3.79 -8.98 1.47
H 5.14 -7.21 0.38
H 4.18 -4.97 0.00
H 0.49 -6.25 -0.92
H -1.02 -6.43 -2.86
H -1.86 -4.36 -3.95
H -1.24 -2.17 -3.10
C 2.43 3.27 4.42
N 3.14 2.12 3.91
C 4.45 2.10 3.47
C 4.69 0.86 3.00
N 3.53 0.13 3.16
C 3.31 -1.23 2.69
C 2.57 0.89 3.74
Se 0.90 0.33 4.23
H 2.72 4.15 3.84
H 2.66 3.44 5.47
H 1.37 3.09 4.32
H 5.08 2.97 3.51
H 5.56 0.44 2.55
H 4.08 -1.48 1.97
H 2.33 -1.29 2.21
H 3.32 -1.93 3.53
C 6.85 2.44 -0.27
C 5.42 1.98 -0.23
C 5.08 0.66 -0.47
C 3.74 0.28 -0.39
N 2.77 1.13 -0.09
C 3.09 2.40 0.14
C 4.40 2.87 0.07
H 7.51 1.67 -0.68
H 7.21 2.69 0.73
H 6.96 3.33 -0.89
H 5.83 -0.07 -0.74
H 3.44 -0.75 -0.59
H 2.27 3.08 0.31
H 4.60 3.92 0.24

Results
Electronic energy, hartree: -8290.46511
E_LUMO, eV: 3.266
Largest force on an atom, eV Å⁻¹: 0.84
Kohn-Sham gap, eV: 4.85
Energy relative to the best compared isomer or geometry (same formula, charge and spin), eV: 2.263
Charge: -2

Here are the Löwdin charges for atoms 1 to 2, given in e: number 1, Cs, carries 0.705; number 2, I, carries 0.721